{"formula": "C15H38GaI2N2O4", "method": "ωB97M-V/def2-TZVPD", "homo_ev": -4.754, "charge": -1, "gap_ev": 6.62, "elements": ["C", "C", "I", "C", "Ga", "I", "H", "H", "H", "H", "H", "H", "H", "H", "C", "O", "C", "C", "N", "C", "C", "O", "C", "H", "H", "H", "H", "H", "H", "H", "H", "H", "H", "H", "H", "H", "H", "H", "C", "O", "C", "C", "N", "C", "C", "O", "C", "H", "H", "H", "H", "H", "H", "H", "H", "H", "H", "H", "H", "H", "H", "H"], "coordinates": [[-5.734, -1.218, 7.005], [-4.907, -1.780, 8.184], [-6.094, -3.197, 9.315], [-3.552, -2.480, 7.830], [-2.129, -1.920, 9.254], [-2.824, -1.972, 5.821], [-5.977, -1.981, 6.260], [-5.229, -0.361, 6.549], [-6.671, -0.820, 7.430], [-4.677, -0.943, 8.850], [-3.648, -3.570, 7.821], [-1.311, -3.233, 9.733], [-1.125, -0.874, 8.532], [-2.919, -1.194, 10.447], [-3.533, -0.906, 2.460], [-2.147, -0.909, 2.754], [-1.453, -2.041, 2.246], [-0.553, -1.654, 1.083], [-1.330, -1.291, -0.099], [-0.559, -0.631, -1.152], [0.141, 0.692, -0.825], [-0.738, 1.783, -0.604], [-1.303, 1.846, 0.697], [-4.000, -0.132, 3.068], [-3.718, -0.666, 1.406], [-3.995, -1.865, 2.707], [-2.139, -2.847, 1.973], [-0.822, -2.409, 3.060], [0.099, -2.498, 0.837], [0.077, -0.824, 1.426], [-2.079, -0.673, 0.179], [-1.257, -0.437, -1.971], [0.186, -1.337, -1.532], [0.728, 0.968, -1.706], [0.859, 0.601, -0.003], [-0.613, 1.489, 1.465], [-2.240, 1.288, 0.741], [-1.540, 2.890, 0.907], [2.568, 0.025, -7.642], [2.428, 1.385, -7.273], [1.606, 1.592, -6.127], [2.432, 2.023, -4.925], [3.270, 0.933, -4.432], [4.303, 1.351, -3.481], [5.343, 2.372, -3.951], [6.249, 1.889, -4.930], [5.760, 1.898, -6.259], [3.023, -0.004, -8.632], [3.226, -0.513, -6.952], [1.599, -0.477, -7.690], [1.000, 0.712, -5.900], [0.923, 2.407, -6.380], [1.758, 2.348, -4.127], [3.036, 2.884, -5.237], [3.728, 0.490, -5.215], [4.838, 0.444, -3.187], [3.814, 1.732, -2.578], [5.961, 2.617, -3.084], [4.892, 3.316, -4.276], [5.095, 2.743, -6.449], [5.254, 0.958, -6.493], [6.617, 1.978, -6.929]]}